# 1
C60H57BrCoF4N5PS as an isolated structure. Source: the Open Molecules 2025 dataset; level of theory: ωB97M-V/def2-TZVPD.

```
130
Properties=species:S:1:pos:R:3:mulliken_charge:R:1
Co -1.0571 0.5203 0.5447 0.383
F -3.5786 3.3752 6.6181 -0.306
C -2.8261 2.6612 5.8017 0.521
C -2.7149 1.2941 5.9581 0.473
F -3.3619 0.6755 6.9349 -0.318
C -1.9184 0.5548 5.0940 0.314
F -1.8691 -0.7528 5.3430 -0.309
C -1.2059 1.1330 4.0468 -0.281
P -0.1514 0.2132 2.8228 1.564
C 0.0488 -1.4898 3.4947 0.511
C -1.0093 -2.3807 3.3383 1.263
C -0.9319 -3.6813 3.7991 -0.698
C 0.2356 -4.1300 4.3993 -1.144
C 1.3053 -3.2618 4.5402 -0.634
C 1.2168 -1.9489 4.1013 -0.813
C 1.4931 0.8507 3.2893 0.471
C 1.7573 1.5732 4.4487 -0.625
C 3.0692 1.8201 4.8217 -0.877
C 4.1208 1.3323 4.0597 -0.947
C 3.8595 0.6108 2.9060 -0.358
C 2.5501 0.3880 2.5134 -0.458
C -1.3343 2.5270 3.9146 -0.380
Br -0.3919 3.5033 2.6153 0.063
C -2.1250 3.2705 4.7743 0.348
F -2.2121 4.5862 4.6256 -0.350
H -1.9236 -2.0266 2.8891 -1.101
H -1.7801 -4.3454 3.6920 0.564
H 0.3055 -5.1491 4.7546 0.394
H 2.2212 -3.6037 5.0035 0.470
H 2.0612 -1.2942 4.2519 0.382
H 0.9559 1.9368 5.0763 0.447
H 3.2681 2.3820 5.7246 0.463
H 5.1421 1.5098 4.3695 0.421
H 4.6708 0.2154 2.3138 0.566
H 2.3380 -0.1785 1.6147 0.264
C -2.6702 -3.1733 0.4562 -1.170
C -3.2129 -1.7790 0.7969 3.159
C -4.2011 -1.8664 1.9673 -2.387
C -3.8448 -1.1645 -0.4357 0.644
C -5.2036 -1.3609 -0.6338 -0.781
C -5.8444 -0.8621 -1.7486 -1.345
C -5.1058 -0.1689 -2.6801 -0.685
C -3.7300 0.0231 -2.5548 1.111
C -3.1294 0.7461 -3.7558 0.168
C -1.9706 1.6833 -3.4687 -1.172
C -2.7386 -0.2410 -4.8641 -1.607
C -3.0835 -0.4779 -1.4018 -0.495
N -1.6366 -0.3721 -1.2511 0.989
C -1.0368 -1.2553 -1.9962 -2.091
C 0.2424 -1.4455 -2.6568 1.296
C 0.0440 -2.3497 -3.7353 -1.068
C 0.9439 -2.5998 -4.7350 -1.290
C 2.1754 -1.9509 -4.7021 -0.703
C 2.4838 -1.1745 -3.6203 -0.468
C 1.5984 -0.9488 -2.5126 0.112
N 2.1848 -0.3872 -1.4341 1.500
C 3.5444 -0.6896 -1.2016 0.168
C 3.8026 -2.0142 -0.7501 0.914
C 5.1092 -2.4157 -0.5202 -0.734
C 6.1760 -1.5553 -0.7031 -1.570
C 5.9294 -0.2626 -1.1196 -0.689
C 4.6408 0.1954 -1.3683 0.608
C 4.5022 1.6230 -1.8424 1.899
C 4.8455 2.6186 -0.7296 -1.611
C 5.3464 1.9137 -3.0889 -1.811
C 2.6964 -3.0181 -0.4783 1.806
C 2.8221 -4.2419 -1.3931 -1.828
C 2.7016 -3.4462 0.9933 -1.576
H -2.2424 -3.6545 1.3341 0.292
H -1.8910 -3.1189 -0.3048 -0.016
H -3.4791 -3.8008 0.0814 0.426
H -2.3552 -1.1453 1.0860 -1.454
H -4.7962 -2.7758 1.8833 0.724
H -4.8794 -1.0162 1.9808 0.475
H -3.6948 -1.9039 2.9316 0.180
H -5.7724 -1.9284 0.0878 0.425
H -6.9052 -1.0173 -1.8878 0.434
H -5.6053 0.2199 -3.5590 0.523
H -3.9378 1.3638 -4.1540 0.808
H -1.1256 1.1288 -3.0800 -0.229
H -2.2633 2.4446 -2.7470 0.105
H -1.6713 2.1731 -4.3979 0.672
H -1.8290 -0.7807 -4.6076 0.290
H -2.5528 0.3042 -5.7909 0.473
H -3.5375 -0.9597 -5.0435 0.374
H -1.7331 -2.0019 -2.3860 0.724
H -0.9103 -2.8587 -3.7931 0.617
H 0.6966 -3.2796 -5.5373 0.493
H 2.8903 -2.0816 -5.5038 0.516
H 3.4668 -0.7267 -3.5395 0.458
H 5.2965 -3.4297 -0.1909 0.418
H 7.1874 -1.8924 -0.5209 0.427
H 6.7631 0.4122 -1.2674 0.375
H 3.4699 1.7726 -2.1082 -1.144
H 5.8828 2.5076 -0.4113 0.373
H 4.2052 2.4641 0.1372 0.282
H 4.7009 3.6429 -1.0809 0.492
H 6.4035 2.0023 -2.8393 0.424
H 5.0315 2.8602 -3.5343 0.474
H 5.2382 1.1288 -3.8400 0.357
H 1.7308 -2.5535 -0.6677 -0.864
H 3.7149 -4.8199 -1.1520 0.386
H 2.8818 -3.9477 -2.4409 0.300
H 1.9543 -4.8915 -1.2692 0.438
H 3.6244 -3.9648 1.2543 0.271
H 1.8673 -4.1228 1.1839 0.548
H 2.6004 -2.5811 1.6499 0.277
S 0.6596 1.8197 -0.2125 0.198
C 0.6301 2.8370 -1.5907 -0.168
N 1.2383 2.4264 -2.7454 0.681
C 1.3628 3.2486 -3.8047 -0.124
C 0.8792 4.5205 -3.7284 -0.951
C 0.2498 4.8885 -2.5318 -0.470
N 0.1465 4.0679 -1.5026 -0.493
H 1.5577 1.4615 -2.8033 -0.751
H 1.8457 2.8446 -4.6833 0.548
H 0.9763 5.2049 -4.5560 0.485
H -0.1859 5.8712 -2.3985 0.551
N -7.5088 3.8064 0.0907 -0.556
C -6.4473 3.4116 0.2886 -0.460
C -5.1250 2.9132 0.5020 0.417
C -4.0686 3.3893 -0.2723 -0.743
C -2.8038 2.8442 -0.1184 0.176
C -2.5696 1.8068 0.7798 0.982
C -3.6099 1.4327 1.6337 0.237
C -4.8842 1.9620 1.4894 -0.995
H -4.2442 4.1800 -0.9910 0.531
H -1.9940 3.2638 -0.6916 0.269
H -3.4440 0.7175 2.4326 0.312
H -5.6946 1.6377 2.1310 0.599
```

Its expectation value of S² is 6.0642. Its molar mass is 1126.02 g/mol. For the total energy, the calculation gives -7689.81831 Ha. The energy above the lowest of the compared OMol25 structures with the same formula, charge and spin is 0.0 kJ/mol. As for the spin multiplicity: 5. Its total charge is +1.

# 2
A 11-piece molecular cluster, C60H61F4N5O16S2 overall. Source: the Open Molecules 2025 dataset; level of theory: ωB97M-V/def2-TZVPD.

```
148
Properties=species:S:1:pos:R:3:mulliken_charge:R:1
O 16.8996 21.1381 12.1619 -0.669
S 16.1691 20.5039 13.2202 0.995
O 16.6060 19.3616 13.9148 -0.454
O 15.8024 21.5060 14.3844 -0.091
C 15.8883 22.9219 14.2134 -0.461
C 17.1147 23.4891 14.9060 -1.168
C 14.4934 20.1643 12.5197 -0.254
H 14.9574 23.3182 14.5935 0.289
H 15.9188 23.1826 13.1432 0.495
H 17.9463 22.9790 14.4234 0.317
H 17.0576 23.2807 15.9239 0.244
H 17.1477 24.5452 14.6657 0.404
H 14.6570 19.3004 11.8439 0.171
H 14.1020 20.9843 11.9848 0.485
H 13.8896 19.8065 13.3621 -0.345
O 13.6911 19.8783 17.5968 -0.272
S 14.6152 18.8236 17.6510 0.360
O 14.6643 17.7882 18.6354 -0.282
O 14.5571 18.1437 16.1994 0.078
C 15.2231 16.8444 15.9599 0.315
C 14.4591 16.2639 14.8012 0.533
C 16.1876 19.6967 17.7381 -0.685
H 15.1549 16.1684 16.8687 -0.113
H 16.2885 17.0353 15.6916 0.229
H 14.7821 15.2270 14.6928 -0.873
H 14.4657 16.8386 13.8320 0.113
H 13.3480 16.1819 15.0936 0.169
H 16.2977 20.3100 16.8426 -0.068
H 17.0429 18.9680 17.8311 0.109
H 16.1962 20.3254 18.5895 0.524
C 15.2253 10.0882 12.1049 -0.637
C 15.7726 11.2403 11.5179 -0.533
C 16.1024 12.3338 12.2687 -0.528
C 15.9128 12.2325 13.6817 0.185
C 15.3653 11.1181 14.2867 -0.140
C 15.0353 10.0398 13.4749 -0.312
N 16.2513 13.3363 14.5423 0.870
O 16.8536 14.2296 13.9913 -0.561
O 15.9213 13.2832 15.7362 -0.336
H 14.9322 9.2545 11.5171 0.505
H 15.9496 11.2769 10.4521 0.431
H 16.5541 13.2831 11.9315 0.466
H 15.2574 11.0127 15.4163 0.301
H 14.6591 9.1050 13.9837 0.315
C 9.7817 16.3423 11.7143 -0.890
C 10.7043 15.7571 12.5635 -1.269
C 12.0772 15.8354 12.2160 0.923
C 12.4068 16.4774 11.0031 -0.173
C 11.4625 17.1200 10.2178 -0.411
C 10.1305 17.0988 10.5754 -0.641
N 13.7441 16.5635 10.5488 1.137
O 14.0230 17.5235 9.8499 -0.646
O 14.4901 15.6785 10.8495 -0.586
H 8.7711 16.2989 12.0168 0.446
H 10.5010 15.1492 13.3975 0.654
H 12.8006 15.1776 12.6926 0.471
H 11.8074 17.5435 9.3001 0.538
H 9.4125 17.4396 9.7938 0.420
C 12.5801 20.1830 21.5130 -0.510
C 13.2670 19.0402 21.0924 -0.724
C 12.4876 17.9077 20.7202 -0.314
C 11.1151 18.0187 20.6234 0.287
C 10.4274 19.1437 21.0302 -0.268
C 11.1472 20.2098 21.5083 -0.798
N 10.4954 16.8365 20.0954 1.130
O 9.3655 16.6542 20.4971 -0.653
O 11.0192 16.1970 19.2153 -0.527
H 13.2518 20.8983 21.9305 0.483
H 14.3329 19.0150 21.1537 0.596
H 13.0535 17.0333 20.4342 0.326
H 9.3361 18.9958 21.1569 0.461
H 10.5503 20.9658 21.9992 0.465
C 10.7309 11.4993 10.3472 -0.511
C 10.0159 11.0308 11.4824 -0.562
C 10.4855 11.2140 12.7563 -0.629
C 11.7552 11.8652 12.8248 0.027
C 12.4559 12.2712 11.7260 0.624
C 11.9613 12.1571 10.4199 -1.092
N 12.2677 12.1082 14.1986 0.857
O 12.0362 11.2026 14.9760 -0.610
O 12.8031 13.1278 14.5104 -0.307
H 10.2529 11.4133 9.3695 0.373
H 9.1078 10.4870 11.3591 0.462
H 9.9925 10.8393 13.6496 0.498
H 13.4400 12.7254 11.8526 0.390
H 12.4660 12.5397 9.5137 0.484
C 19.0267 15.9735 17.3257 -0.074
C 19.6421 15.8778 16.0946 -0.360
C 20.8491 16.4474 15.8223 -0.637
C 21.3876 17.2393 16.8020 -0.011
C 20.8203 17.4276 18.0221 -0.581
C 19.6252 16.7792 18.3361 -0.363
N 22.6781 17.8731 16.5086 0.996
O 23.1113 17.8304 15.3698 -0.607
O 23.1752 18.4864 17.4224 -0.606
H 18.1083 15.4544 17.5216 0.380
H 19.2194 15.2143 15.3306 0.362
H 21.4410 16.2571 14.9248 0.480
H 21.2726 18.1084 18.7262 0.459
H 19.1676 16.9731 19.2977 0.520
F 12.6113 25.6738 21.1240 -0.322
C 13.2439 24.8750 20.3216 0.219
C 12.5638 23.8493 19.6729 -0.433
C 13.2150 23.0141 18.7610 0.019
C 14.5855 23.2169 18.4751 -0.277
C 15.2755 24.2714 19.0852 -0.640
C 14.5680 25.1186 20.0343 -0.494
H 11.4915 23.7939 19.8581 0.460
H 12.6520 22.2047 18.3288 0.399
H 15.1211 22.4980 17.7872 0.322
H 16.3490 24.4428 18.9460 0.376
H 15.1101 25.9889 20.3882 0.383
F 12.2298 22.0449 15.5145 0.039
C 11.5652 21.6607 14.4265 -0.205
C 11.4310 20.2970 14.2479 0.129
C 10.7421 19.7942 13.1342 -0.465
C 10.2710 20.6525 12.2068 -0.358
C 10.3758 22.0413 12.3395 -0.713
C 10.9916 22.5788 13.4841 -0.828
H 11.8274 19.5771 14.9583 0.611
H 10.4755 18.7680 13.0690 0.454
H 9.6912 20.2658 11.4113 0.496
H 10.0196 22.7034 11.5645 0.420
H 11.2344 23.6066 13.6696 0.462
F 8.8171 21.4802 18.6675 -0.390
C 8.9980 20.2235 18.2213 -0.143
C 7.9349 19.3438 18.3021 -0.435
C 8.0448 18.0673 17.8324 -0.509
C 9.2326 17.7882 17.1489 -0.792
C 10.2960 18.6344 17.0615 -0.359
C 10.2666 19.8988 17.6367 1.659
H 7.0241 19.7262 18.7923 0.391
H 7.2930 17.2552 17.9213 0.376
H 9.3679 16.7434 16.8799 0.406
H 11.2522 18.3169 16.6597 0.147
H 11.1777 20.4982 17.7342 -0.392
F 16.6707 15.1511 22.3146 -0.356
C 16.0343 14.7059 21.1910 0.421
C 14.6432 14.6302 21.1594 -0.502
C 14.0988 14.1240 19.9958 -0.449
C 14.8401 13.7964 18.8594 -0.816
C 16.2017 13.8356 18.9518 -0.853
C 16.8108 14.4063 20.1038 -0.556
H 14.0942 14.9778 22.0451 0.501
H 13.0354 14.1413 19.8948 0.401
H 14.4140 13.5816 17.9300 0.869
H 16.8370 13.5828 18.1456 0.786
H 17.9051 14.4787 20.1857 0.532
```

Its molar mass is 1248.29 g/mol. For the total energy, the calculation gives -4995.83444 Ha. The energy above the lowest of the compared OMol25 structures with the same formula, charge and spin is 120.9 kJ/mol.

# 3
A 2-piece molecular cluster, C60H62N5O overall. Source: the Open Molecules 2025 dataset; level of theory: ωB97M-V/def2-TZVPD.

```
128
Properties=species:S:1:pos:R:3:mulliken_charge:R:1
C -7.3416 1.0063 2.7057 -1.644
C -6.0166 1.6075 2.3499 0.937
C -4.9386 1.4884 3.2242 -0.902
C -3.6956 2.0606 2.9368 1.057
C -2.6394 1.9611 3.9964 -2.079
C -3.5402 2.7140 1.7089 -0.543
N -2.2566 3.2167 1.3546 1.639
C -1.0925 2.4996 1.1873 -0.630
C -0.7912 1.1031 1.5639 0.449
C -1.6458 -0.0240 1.1456 0.828
C -1.4726 -1.2879 1.8922 -1.401
C -2.6029 0.1139 0.0953 0.535
C -2.4285 1.0360 -0.9639 0.191
C -3.3521 1.1334 -1.9967 -0.750
C -4.4828 0.3101 -2.0029 -0.553
C -4.6870 -0.6082 -0.9670 -1.001
C -3.7628 -0.7161 0.0616 -0.502
O 0.2245 0.8786 2.2629 -0.879
N -0.1240 3.4000 0.9634 1.276
C 1.2910 3.2532 0.9463 0.115
C 1.9153 2.3153 0.0986 1.321
C 1.1634 1.4921 -0.8942 -1.130
C 3.3055 2.1920 0.1668 -1.128
C 4.0669 3.0093 1.0067 0.475
C 5.5608 2.8781 1.0260 -1.264
C 3.4197 3.9545 1.8087 -1.213
C 2.0321 4.0912 1.7978 0.838
C 1.3938 5.1025 2.6911 -1.263
N -0.6533 4.6739 0.8575 -1.307
C -1.9288 4.5577 1.1193 0.593
C -2.8667 5.6715 1.2099 0.021
C -2.6964 6.7215 0.2786 -0.729
C -3.6435 7.7390 0.1980 -0.683
C -4.7229 7.7572 1.0882 -0.418
C -4.8575 6.7674 2.0705 -0.714
C -3.9075 5.7536 2.1658 0.127
C -4.6187 2.8943 0.8285 1.750
C -4.5581 3.6619 -0.4592 -2.443
C -5.8413 2.3004 1.1557 -0.933
H -8.0854 1.2519 1.9408 0.384
H -7.2684 -0.0868 2.7862 0.329
H -7.6931 1.3892 3.6733 0.354
H -5.0560 0.9616 4.1734 0.495
H -1.8499 2.7177 3.9123 0.155
H -3.1287 2.1027 4.9742 0.710
H -2.1825 0.9601 4.0270 0.214
H -1.9030 -2.1303 1.3414 0.056
H -0.4075 -1.4954 2.0680 0.354
H -1.9611 -1.2321 2.8803 0.184
H -1.5288 1.6535 -0.9805 0.027
H -3.1845 1.8634 -2.7925 0.465
H -5.2078 0.3940 -2.8150 0.386
H -5.5778 -1.2441 -0.9645 0.425
H -3.9346 -1.4147 0.8879 0.512
H 1.8784 0.9887 -1.5575 0.613
H 0.5754 0.6966 -0.4162 -0.020
H 0.5011 2.1028 -1.5207 0.296
H 3.7941 1.4561 -0.4776 0.384
H 6.0101 3.6797 1.6234 0.382
H 5.8668 1.9133 1.4577 0.083
H 5.9670 2.9275 0.0065 0.354
H 4.0053 4.6109 2.4596 0.294
H 2.1879 5.6265 3.2365 0.431
H 0.8247 5.8369 2.1133 0.254
H 0.7292 4.6552 3.4439 0.212
H -1.8404 6.6866 -0.3941 0.425
H -3.5323 8.5183 -0.5608 0.394
H -5.4611 8.5570 1.0303 0.397
H -5.7011 6.7855 2.7662 0.414
H -3.9628 5.0053 2.9597 0.432
H -5.1327 3.1263 -1.2303 0.602
H -5.0159 4.6596 -0.3525 0.431
H -3.5375 3.7878 -0.8359 0.298
H -6.6760 2.3911 0.4572 0.295
C 3.6820 -3.0155 -7.8509 -1.150
N 2.5223 -3.5720 -7.1802 0.064
C 1.4373 -3.9511 -8.0649 -1.051
C 2.4474 -3.6674 -5.8202 1.652
C 1.4323 -4.4433 -5.1906 -0.979
C 1.3459 -4.4992 -3.8101 -0.830
C 2.2528 -3.7880 -2.9816 -0.026
C 2.0990 -3.7536 -1.5376 0.365
C 0.8452 -4.0208 -0.9321 -0.838
C 0.6463 -4.1639 0.4311 -0.152
C -0.5945 -4.5640 1.0481 0.419
C -0.6763 -4.6885 2.4621 -0.269
C -1.8659 -5.0468 3.0813 -0.716
C -3.0078 -5.3063 2.3107 -0.388
C -2.9485 -5.2018 0.9165 -0.785
C -1.7605 -4.8399 0.2870 -0.207
C 3.2721 -3.4496 -0.7118 0.110
C 3.2367 -2.4721 0.3074 -0.782
C 4.3871 -2.1362 1.0031 -0.727
C 5.5650 -2.9147 0.8400 0.735
N 6.6858 -2.6619 1.5873 0.083
C 7.6421 -3.6936 1.9305 -1.178
C 7.0007 -1.3435 2.0971 -1.189
C 5.5740 -3.9649 -0.1153 -0.847
C 4.4798 -4.1554 -0.9326 -0.400
C 3.2976 -3.0627 -3.6220 -0.750
C 3.3868 -2.9839 -4.9990 -0.837
H 4.5825 -3.1504 -7.2429 0.375
H 3.8295 -3.5242 -8.8122 0.375
H 3.5509 -1.9410 -8.0544 0.345
H 0.5062 -4.0968 -7.5107 0.314
H 1.2777 -3.1664 -8.8179 0.373
H 1.6841 -4.8783 -8.6027 0.348
H 0.7227 -5.0112 -5.7928 0.309
H 0.5849 -5.1244 -3.3466 0.564
H -0.0038 -4.1637 -1.6016 0.505
H 1.4957 -4.0281 1.1034 0.580
H 0.2197 -4.4996 3.0575 0.405
H -1.9098 -5.1333 4.1677 0.396
H -3.9390 -5.6006 2.7943 0.401
H -3.8321 -5.4111 0.3105 0.402
H -1.7159 -4.7784 -0.8011 0.365
H 2.2954 -1.9601 0.5210 0.925
H 4.3686 -1.3175 1.7263 0.554
H 7.2407 -4.6875 1.7115 0.390
H 8.5812 -3.5521 1.3764 0.365
H 7.8754 -3.6333 3.0033 0.380
H 6.5804 -0.5573 1.4555 0.432
H 6.6204 -1.2094 3.1217 0.314
H 8.0930 -1.2285 2.1240 0.387
H 6.4663 -4.5826 -0.2337 0.417
H 4.5286 -4.8947 -1.7348 0.543
H 4.0281 -2.5216 -3.0230 0.495
H 4.1654 -2.3694 -5.4516 0.353
```

Its molar mass is 869.19 g/mol. For the total energy, the calculation gives -2672.32422 Ha. The energy above the lowest of the compared OMol25 structures with the same formula, charge and spin is 0.0 kJ/mol. Its total charge is +1.